C6H10O | ωB97M-V/def2-TZVPD

The calculation puts the total energy at -8429.97250 eV. The HOMO-LUMO gap comes out at 9.677 eV. As for the SMILES: C=C(C)/C=C/CO. Its LUMO energy is 0.96 eV.

Geometry as XYZ:
```
17
C6H10O, DFT ωB97M-V/def2-TZVPD
C 1.1506 -2.5141 0.7600
C 0.1561 -1.4096 0.8639
C -0.7919 -1.3790 1.7963
C -0.1939 1.6674 -1.5106
O -0.4527 3.0507 -1.2140
C -0.2489 0.8014 -0.2767
C 0.1960 -0.4509 -0.2838
H 2.1610 -2.1476 0.9667
H 1.1584 -2.9728 -0.2300
H 0.9667 -3.3601 1.4328
H -0.9980 -2.2202 2.4470
H -1.4992 -0.5719 1.9184
H -1.0355 1.4395 -2.1638
H 0.7871 1.5775 -1.9769
H 0.2262 3.4281 -0.6470
H -0.7652 1.1727 0.6017
H 0.5499 -0.9324 -1.1885
```

C4H14NOS2 | ωB97M-V/def2-TZVPD

The calculation puts the total energy at -29577.25116 eV. The HOMO-LUMO gap comes out at 9.605 eV. Its total charge is +1. Its LUMO energy is -3.03 eV.

Geometry as XYZ:
```
22
C4H14NOS2, DFT ωB97M-V/def2-TZVPD
N -0.7048 -0.1179 -1.0247
C -0.1834 1.2858 -0.8622
C -1.3249 2.2234 -0.5669
C 0.8974 1.3114 0.1780
S 2.5120 0.6958 -0.3204
S 2.2184 -1.3685 -0.3985
C 1.8497 -1.6897 1.3472
H -1.3547 -0.2821 -1.8080
H 0.1252 -0.7335 -1.1136
H -1.2303 -0.4316 -0.1970
H 0.2233 1.6209 -1.8122
H -1.0734 3.2580 -0.7849
H -1.6950 2.2923 0.4573
H -2.2198 2.1968 -1.2049
H 1.1463 2.3597 0.3477
H 0.6354 0.9693 1.1729
H 1.9408 -2.7343 1.6082
H 0.8238 -1.3702 1.5249
H 2.5788 -1.2314 2.0030
H -2.4917 -2.9076 0.4875
H -0.9779 -2.9883 0.4019
O -1.6955 -2.3584 0.5647
```

C22H25N5O4SV | ωB97M-V/def2-TZVPD

The calculation puts the total energy at -75362.94040 eV. The HOMO-LUMO gap (alpha / beta) comes out at 5.395 / 2.049 eV. Its total charge is +2. As for the spin multiplicity: 4. Its LUMO energy (alpha / beta) is -7.32 / -10.93 eV.

Geometry as XYZ:
```
58
C22H25N5O4SV, DFT ωB97M-V/def2-TZVPD
V -0.6266 0.0889 -1.0081
N -3.7984 -1.1355 1.5191
C -3.2865 -2.4370 1.7448
C -2.3589 -2.6325 0.7632
N -2.2142 -1.4578 -0.0254
C -3.0285 -0.5643 0.5723
C -3.0328 0.8971 0.2877
N -2.2362 1.4737 -0.6589
C -2.4120 2.8480 -0.4916
C -3.4124 3.0768 0.4254
N -3.9617 1.8242 0.7630
H -4.5987 -0.6311 1.8990
H -3.5903 -3.1421 2.5454
H -1.9149 -3.5885 0.4250
H -1.8814 3.5770 -1.1056
H -3.6014 4.0262 0.9128
H -4.7821 1.5860 1.3176
O 0.3646 0.2431 0.9622
S 1.2914 1.2626 1.5401
C 1.3404 0.9609 3.3233
C 1.8650 2.0118 4.0473
C 2.2785 1.8233 5.3560
C 2.0801 0.5715 5.9557
C 1.2270 -0.3694 5.3054
C 0.8463 -0.2048 3.9899
C 3.0148 0.6506 1.3927
C 3.2141 -0.6646 1.0482
C 4.5107 -0.8893 0.5811
C 5.4976 0.1369 0.5951
C 5.2268 1.4231 1.0741
C 3.9269 1.7075 1.3968
H 2.0744 2.9445 3.5906
H 2.9784 2.5518 5.7537
H 2.6093 0.2703 6.8317
H 0.9025 -1.1833 5.8805
H 0.2650 -0.9279 3.4379
H 2.4072 -1.3832 0.8095
H 4.7819 -1.8848 0.0647
H 6.5272 -0.1581 0.2588
H 6.0533 2.1806 1.0825
H 3.6098 2.7390 1.5024
C -1.2218 -1.4741 -6.2694
N -1.6268 -1.0116 -4.9438
C -2.6293 0.0514 -4.7767
C -0.9760 -1.4019 -3.8243
C -0.1610 -2.6336 -3.8941
O -1.1815 -0.8306 -2.6809
H -1.9371 -1.1081 -7.0031
H -1.2197 -2.5426 -6.4516
H -0.2168 -1.1189 -6.5413
H -2.1729 1.0487 -4.8528
H -3.0380 0.0324 -3.7760
H -3.3953 -0.0470 -5.5306
H 0.7080 -2.5389 -4.5549
H -0.8038 -3.4707 -4.1725
H 0.1703 -2.6933 -2.8619
O 1.2338 0.4878 -1.7123
O 0.3117 1.6300 -1.8197
```

Calculated relative energy (zero: lowest compared OMol25 entry of this formula, charge and spin) (eV), listed in the same order as above: 1.2679, 0.1203, 4.2991